[1]
# NO3P

A single NO3P molecule (ωB97M-V with the def2-TZVPD basis set, OMol25).

Atoms and positions in Å:
1 N -0.487 -0.298 -0.325
2 O -0.388 -1.468 -0.246
3 O -0.766 0.369 -1.340
4 O 1.544 0.412 1.078
5 P 0.097 0.985 0.832

Values from the calculation:
ΔE to the lowest compared entry with this formula, charge and spin = 0.0 kcal/mol
HOMO-LUMO gap (spin up / spin down) = 7.7 / 7.5 eV
<S²> = 2.0201
HOMO level (spin up / spin down) = -8.57 / -11.83 eV
total charge = 0
multiplicity = 3



[2]
# NO3Rb

A molecular structure, NO3Rb (ωB97M-V with the def2-TZVPD basis set, OMol25).

Atoms and positions in Å:
1 Rb -2.118 0.776 -1.675
2 N 0.550 -0.194 0.428
3 O 1.555 -0.488 1.029
4 O -0.265 -1.041 0.122
5 O 0.278 0.947 0.096

Values from the calculation:
HOMO-LUMO gap (spin up / spin down) = 12.9 / 8.3 eV
<S²> = 0.7568
HOMO level (spin up / spin down) = -17.23 / -16.93 eV
total charge = +1
multiplicity = 2



[3]
# NO3S

2 unconnected molecules or ions with the total composition NO3S (ωB97M-V with the def2-TZVPD basis set, OMol25).

Atoms and positions in Å:
1 N -2.096 0.320 0.294
2 O 1.719 -1.179 -0.135
3 O -2.741 -0.583 -0.203
4 O 1.882 1.297 -0.273
5 S 1.236 0.144 0.316

Values from the calculation:
ΔE to the lowest compared entry with this formula, charge and spin = 10.1 kcal/mol
HOMO-LUMO gap (spin up / spin down) = 4.8 / 8.5 eV
HOMO level (spin up / spin down) = -1.26 / -4.53 eV
total charge = -1



[4]
# NO3Zr

A molecular structure, NO3Zr (ωB97M-V with the def2-TZVPD basis set, OMol25).

Atoms and positions in Å:
1 Zr 0.998 -4.741 3.637
2 N -1.617 -2.627 3.272
3 O -1.586 -1.857 2.294
4 O -0.604 -3.234 3.371
5 O -2.496 -3.043 4.023

Values from the calculation:
HOMO-LUMO gap = 5.2 eV
HOMO level = -26.14 eV
total charge = +3



[5]
# NO5S

A molecular structure, NO5S (ωB97M-V with the def2-TZVPD basis set, OMol25).

Atoms and positions in Å:
1 N -0.617 1.960 -0.378
2 O -0.159 -1.542 1.584
3 O -0.211 1.173 0.510
4 O 1.652 -0.636 0.116
5 O -0.526 -1.430 -0.696
6 O -0.463 1.446 -1.505
7 S 0.322 -0.971 0.369

Values from the calculation:
ΔE to the lowest compared entry with this formula, charge and spin = 21.1 kcal/mol
HOMO-LUMO gap = 8.9 eV
HOMO level = -5.06 eV
total charge = -1



[6]
# NO6S

A gas-phase ion, NO6S (charge -1) (ωB97M-V with the def2-TZVPD basis set, OMol25).

Atoms and positions in Å:
1 N 0.389 -0.761 -1.073
2 O 0.527 -0.824 0.164
3 O -0.604 -0.038 2.225
4 O 0.427 -1.768 -1.729
5 O -1.410 0.770 0.009
6 O 0.747 1.628 1.011
7 O 0.273 0.318 -1.589
8 S -0.349 0.676 0.981

Values from the calculation:
ΔE to the lowest compared entry with this formula, charge and spin = 13.4 kcal/mol
HOMO-LUMO gap = 10.1 eV
HOMO level = -6.14 eV
total charge = -1



[7]
# NO7S2

A gas-phase ion, NO7S2 (charge -1) (ωB97M-V with the def2-TZVPD basis set, OMol25).

Atoms and positions in Å:
1 N 0.247 1.073 1.772
2 O 0.634 2.131 -1.103
3 O 0.241 -2.670 -0.435
4 O 0.631 -1.288 1.499
5 O -1.103 0.704 -1.978
6 O -0.685 1.098 1.058
7 O -1.313 -0.871 0.155
8 O 0.841 -0.277 -0.729
9 S -0.184 0.951 -0.893
10 S 0.037 -1.400 0.189

Values from the calculation:
ΔE to the lowest compared entry with this formula, charge and spin = 42.4 kcal/mol
HOMO-LUMO gap (spin up / spin down) = 8.1 / 8.3 eV
HOMO level (spin up / spin down) = -4.99 / -5.20 eV
total charge = -1



[8]
# O2

A single O2 molecule (ωB97M-V with the def2-TZVPD basis set, OMol25).

Atoms and positions in Å:
1 O 0.547 0.571 -0.153
2 O -0.547 -0.571 0.153

Values from the calculation:
ΔE to the lowest compared entry with this formula, charge and spin = 75.1 kcal/mol
HOMO-LUMO gap = 7.6 eV
HOMO level = -12.30 eV
total charge = 0



[9]
# O2S3

A single O2S3 molecule (ωB97M-V with the def2-TZVPD basis set, OMol25).

Atoms and positions in Å:
1 O -0.024 -1.369 0.535
2 O 1.512 0.384 -0.244
3 S -0.820 1.046 1.448
4 S -0.862 -0.035 -1.776
5 S 0.194 -0.026 0.037

Values from the calculation:
ΔE to the lowest compared entry with this formula, charge and spin = 58.0 kcal/mol
HOMO-LUMO gap (spin up / spin down) = 5.1 / 5.5 eV
HOMO level (spin up / spin down) = -9.95 / -10.23 eV
total charge = 0



[10]
# O3S2

A single O3S2 molecule (ωB97M-V with the def2-TZVPD basis set, OMol25).

Atoms and positions in Å:
1 O 0.015 0.397 0.001
2 O 2.256 -0.821 -0.001
3 O -2.526 0.406 -0.001
4 S -1.372 -0.468 0.001
5 S 1.627 0.485 0.001

Values from the calculation:
ΔE to the lowest compared entry with this formula, charge and spin = 9.6 kcal/mol
HOMO-LUMO gap (spin up / spin down) = 8.0 / 7.8 eV
HOMO level (spin up / spin down) = -9.09 / -9.00 eV
total charge = 0



[11]
# O4PRb4

A molecular structure, O4PRb4 (ωB97M-V with the def2-TZVPD basis set, OMol25).

Atoms and positions in Å:
1 Rb 0.939 2.615 2.157
2 Rb -3.069 0.711 1.279
3 Rb 1.055 -3.689 -1.569
4 Rb 2.737 0.740 -1.835
5 P -0.370 -0.142 0.004
6 O 0.175 1.329 -0.056
7 O -1.670 -0.122 -0.753
8 O -0.428 -0.370 1.482
9 O 0.629 -1.073 -0.709

Values from the calculation:
ΔE to the lowest compared entry with this formula, charge and spin = 0.0 kcal/mol
HOMO-LUMO gap = 5.4 eV
HOMO level = -8.39 eV
total charge = +1



[12]
# O4S2

A single O4S2 molecule (ωB97M-V with the def2-TZVPD basis set, OMol25).

Atoms and positions in Å:
1 O -0.757 -0.172 -1.145
2 O 1.458 -0.940 0.019
3 O -0.689 -0.340 1.137
4 O 0.773 1.373 -0.060
5 S -1.927 0.053 -0.012
6 S 0.422 0.037 0.042

Values from the calculation:
ΔE to the lowest compared entry with this formula, charge and spin = 50.9 kcal/mol
HOMO-LUMO gap = 9.0 eV
HOMO level = -10.13 eV
total charge = 0



[13]
# O4S2

2 unconnected molecules or ions with the total composition O4S2 (ωB97M-V with the def2-TZVPD basis set, OMol25).

Atoms and positions in Å:
1 O -0.742 0.083 -1.033
2 O 1.736 -1.458 -0.072
3 O -2.870 0.203 0.208
4 O 1.215 0.783 0.727
5 S -1.374 0.016 0.253
6 S 1.842 -0.020 -0.277

Values from the calculation:
ΔE to the lowest compared entry with this formula, charge and spin = 0.0 kcal/mol
HOMO-LUMO gap (spin up / spin down) = 7.5 / 7.5 eV
<S²> = 2.0121
HOMO level (spin up / spin down) = -8.77 / -12.01 eV
total charge = 0
multiplicity = 3



[14]
# O5S

A molecular structure, O5S (ωB97M-V with the def2-TZVPD basis set, OMol25).

Atoms and positions in Å:
1 O 0.996 -0.332 -0.531
2 O -0.135 0.095 -1.217
3 O -1.190 -0.675 -0.761
4 O 0.459 1.543 1.013
5 O -0.840 -0.775 0.607
6 S 0.710 0.144 0.889

Values from the calculation:
ΔE to the lowest compared entry with this formula, charge and spin = 19.3 kcal/mol
HOMO-LUMO gap = 10.3 eV
HOMO level = -10.73 eV
total charge = 0



[15]
# S2

A molecular structure, S2 (ωB97M-V with the def2-TZVPD basis set, OMol25).

Atoms and positions in Å:
1 S 0.000 0.000 1.373
2 S 0.000 0.000 -1.373

Values from the calculation:
ΔE to the lowest compared entry with this formula, charge and spin = 96.9 kcal/mol
HOMO-LUMO gap = 5.4 eV
HOMO level = -9.91 eV
total charge = 0